A cluster of 3 separate species, C24H49F5N9O7P2 in total. Source: the OMol25 dataset; level of theory: the ωB97M-V functional and the def2-TZVPD basis.

Geometry as ORCA input:
```
! wB97M-V def2-TZVPD RIJCOSX def2/J DEFGRID3
* xyz 1 1
P 2.07643 7.48274 3.18752
P -0.95949 1.88943 0.38523
F 0.76985 -7.46762 -5.60719
F 2.38406 -7.27593 -3.48787
F 1.12358 -5.27543 -5.88415
F -0.53943 -5.96479 -4.67436
F 2.51983 -5.14426 -3.91767
O -2.58106 -10.04549 -4.21735
O -1.58958 -4.71240 0.81560
O 0.26776 1.12478 0.88672
O -1.20122 -11.76913 -4.37519
O 1.99766 7.19076 1.68774
O -3.10151 -3.79941 -0.27287
O 0.05343 -2.80089 -0.39375
N -2.41633 2.86546 0.00868
N -3.00007 -4.65634 0.49233
N -0.03560 2.97893 -0.59279
N -0.88713 -6.29197 -0.79640
N 3.41611 6.41001 3.44621
N -1.64101 0.54319 -0.41854
N -0.10883 -6.53525 -1.80403
N 2.45639 9.13307 2.99682
N 1.97066 7.69813 4.96610
C 0.87017 3.80234 0.21422
C -2.44797 -0.32000 0.41798
C 0.03848 -4.05468 -0.89261
C 0.85111 6.94397 5.54637
C -3.40013 -12.49935 -3.94560
C -1.40035 -8.75791 -1.75060
C -2.81381 3.71918 1.13801
C 0.67583 2.51418 -1.77739
C -0.83913 -5.07771 -0.28537
C -1.92099 0.32470 -1.81352
C -2.59480 3.59682 -1.23157
C 3.11406 7.61735 5.85354
C 3.62873 9.87637 3.38109
C 0.88701 -4.36310 -2.01757
C 1.62624 -6.17396 -3.69864
C 4.73656 6.70180 2.90017
C 3.06861 5.02480 3.13424
C -2.32161 -11.40509 -4.17719
C 1.30981 10.00880 2.83335
C 0.76125 -6.25615 -5.05622
C -3.40255 -9.59130 -3.12148
C -0.18160 -7.96611 -2.30826
C -2.76164 -8.31265 -2.45771
C 0.76462 -5.74450 -2.47093
H 1.76467 3.24762 0.51699
H 5.38115 5.82023 2.92524
H 1.55589 10.87864 2.21967
H 1.54363 -3.62151 -2.50131
H -3.24939 -13.37977 -4.60917
H -0.05555 7.09923 4.95317
H 3.56167 10.25839 4.41110
H -2.35312 2.99678 -2.10748
H -1.24390 -9.82069 -2.07902
H -4.42154 -12.06841 -4.06408
H 1.17911 4.69224 -0.33778
H 0.93149 10.35629 3.80557
H 3.96332 8.19437 5.49170
H -3.47123 -7.81274 -1.76622
H -1.18190 0.77192 -2.47268
H 1.05922 5.86585 5.57151
H 0.36940 4.15103 1.12313
H -3.36766 -10.38066 -2.32400
H 4.69626 7.05971 1.86592
H -3.64807 3.87584 -1.33524
H 4.54806 9.30507 3.28452
H -3.49451 0.01641 0.43797
H 3.44776 6.58755 6.02213
H -0.01900 -2.80506 0.58008
H 3.76606 10.73952 2.72215
H -2.44742 -7.66381 -3.31811
H -4.43957 -9.40552 -3.48936
H -2.41937 -1.35927 0.07687
H 0.63133 7.28144 6.56210
H 1.20606 1.57032 -1.60889
H -1.99888 4.51442 -1.27156
H 3.06939 4.83920 2.05430
H -2.80550 3.14209 2.06805
H -0.22621 -8.01971 -3.41541
H -2.07465 -0.32579 1.44704
H -3.82888 4.10097 1.00651
H -1.47527 -8.79172 -0.64350
H -2.91595 0.69475 -2.10299
H 0.73949 -8.46821 -1.91658
H 2.84627 8.04647 6.82419
H -3.29742 -12.88555 -2.89848
H -0.01245 2.39903 -2.61682
H -2.13155 4.56983 1.26118
H 3.76654 4.33221 3.61118
H 2.07048 4.78241 3.51459
H 0.49368 9.48980 2.32206
H 1.40498 3.25203 -2.11811
H -1.89168 -0.74635 -2.04596
H 5.25233 7.43776 3.51871
*
```

Results
LUMO energy = -4.771 eV
Kohn-Sham gap = 4.15 eV
energy relative to the best compared isomer or geometry (same formula, charge and spin) = 0.0 kJ/mol
max |F| = 7.29 eV Å⁻¹

Here are the Löwdin charges for atoms 1 to 5, given in e: number 1, P, carries 0.770; number 2, P, carries 0.773; number 3, F, carries 0.202; number 4, F, carries 0.151; number 5, F, carries 0.196